(1)
DFT (ωB97M-V/def2-TZVPD) results for C14H51ClMgN22O12 as an isolated structure.

The net charge is 0.

The geometry in XYZ format:
```
101
Properties=species:S:1:pos:R:3:lowdin_charge:R:1
Mg 0.38 0.33 -0.17 0.35
C -2.24 -0.06 2.38 -0.03
C -2.74 0.11 0.92 -0.56
C -3.50 1.38 0.75 -0.06
O -1.59 0.10 0.09 -0.31
H -1.83 -1.07 2.48 0.06
H -3.12 0.01 3.01 0.07
H -1.47 0.66 2.67 0.04
H -3.52 -0.61 0.70 0.08
H -2.97 2.33 0.73 0.06
H -4.07 1.47 1.67 0.07
H -4.35 1.28 0.07 0.07
Cl 1.86 -1.32 0.83 -0.02
C -4.53 -1.92 -2.20 -0.85
O -4.31 -2.64 -3.13 0.07
N -4.89 -0.69 -2.10 0.17
N -4.47 -2.25 -1.00 0.16
H -5.06 -0.46 -1.13 0.11
H -5.09 -0.12 -2.91 0.13
H -4.11 -1.41 -0.58 0.07
H -4.28 -3.23 -0.81 0.12
C 1.09 2.59 -2.05 -0.76
O 0.44 1.87 -1.33 0.01
N 1.68 2.29 -3.16 0.23
N 1.26 3.77 -1.66 0.23
H 1.80 1.36 -3.53 0.13
H 2.06 3.13 -3.58 0.12
H 2.01 4.27 -2.12 0.13
H 0.65 4.26 -1.02 0.10
C -1.30 5.63 0.21 -0.81
O -0.25 6.20 0.09 0.04
N -2.49 6.15 -0.02 0.17
N -1.45 4.41 0.68 0.17
H -3.25 5.48 0.01 0.11
H -2.51 7.06 -0.45 0.12
H -0.55 4.02 0.93 0.11
H -2.21 3.97 0.17 0.06
C 4.98 1.51 0.80 -0.82
O 3.82 1.66 0.40 0.01
N 5.37 0.39 1.22 0.18
N 5.93 2.37 0.72 0.19
H 4.87 -0.28 1.78 0.12
H 6.30 0.22 1.57 0.12
H 6.80 1.90 0.55 0.12
H 5.70 3.26 0.31 0.13
C 1.14 1.93 2.47 -0.80
O 0.77 1.55 1.39 -0.01
N 2.33 2.22 2.77 0.21
N 0.41 2.09 3.51 0.21
H 2.65 2.91 3.43 0.14
H 2.93 1.97 2.00 0.07
H 0.91 2.07 4.39 0.06
H -0.47 1.60 3.52 0.09
C 1.61 0.47 6.26 -0.79
O 1.58 1.67 6.20 0.03
N 1.63 -0.20 7.36 0.18
N 1.79 -0.29 5.21 0.18
H 1.57 0.29 8.25 0.13
H 1.63 -1.19 7.17 0.11
H 1.70 -1.29 5.30 0.11
H 2.22 0.06 4.38 0.10
C -0.03 -1.51 -2.67 -0.64
O 0.29 -0.76 -1.74 -0.06
N 0.59 -1.64 -3.86 0.19
N -1.14 -2.21 -2.67 0.20
H 0.44 -2.25 -4.65 0.12
H 1.53 -1.28 -3.97 0.10
H -1.68 -2.25 -1.82 0.10
H -1.40 -2.87 -3.38 0.13
C -2.12 -4.65 0.44 -0.95
O -2.28 -4.63 -0.70 0.07
N -1.90 -5.80 0.91 0.19
N -2.06 -3.68 1.23 0.25
H -2.23 -6.07 1.83 0.12
H -1.96 -6.31 0.04 0.12
H -2.23 -2.75 0.87 0.11
H -2.01 -3.88 2.22 0.13
C 4.47 -1.52 -2.81 -0.81
O 4.52 -1.40 -4.00 0.02
N 4.68 -0.61 -1.88 0.18
N 3.85 -2.55 -2.31 0.17
H 4.42 -0.77 -0.92 0.06
H 5.19 0.22 -2.13 0.11
H 3.39 -3.16 -2.98 0.11
H 3.98 -2.91 -1.37 0.10
C 1.26 -5.04 -0.83 -0.78
O 2.38 -5.15 -0.33 0.01
N 0.58 -3.93 -0.90 0.17
N 0.53 -5.93 -1.38 0.17
H -0.25 -3.83 -1.48 0.07
H 0.91 -3.12 -0.41 0.00
H 0.85 -6.88 -1.42 0.12
H -0.46 -5.77 -1.25 0.07
C -3.17 2.68 -2.83 -0.78
O -4.24 3.00 -3.24 0.06
N -2.23 3.46 -2.36 0.18
N -2.76 1.40 -2.90 0.18
H -2.15 4.41 -2.69 0.12
H -1.37 2.97 -2.58 0.08
H -3.43 0.70 -3.18 0.08
H -2.03 1.06 -2.29 0.08
```

---

(2)
DFT (ωB97M-V/def2-TZVPD) results for a 12-piece molecular cluster, C14H52N14O12 overall.

The net charge is 0. Its SMILES is NC(N)=O.NC(N)=O.NC(N)=O.NC(N)=O.NC(N)=O.NC(N)=O.NC(N)=O.CCO.CCO.CO.CO.CO.

The geometry in XYZ format:
```
92
Properties=species:S:1:pos:R:3:lowdin_charge:R:1
N 6.81 2.08 0.32 0.13
C 5.47 1.98 0.29 -0.62
N 5.04 0.77 0.51 0.14
O 4.63 3.05 0.19 -0.12
H 7.23 2.97 0.27 0.08
H 7.46 1.31 0.64 0.13
H 4.01 0.62 0.50 0.04
H 5.68 0.03 0.89 0.14
N -0.08 -2.85 -0.26 0.15
C -0.19 -2.99 -1.54 -0.61
N 0.02 -4.24 -1.92 0.15
O -0.46 -2.01 -2.42 -0.07
H 0.09 -1.87 0.03 0.08
H 0.13 -3.59 0.43 0.15
H -0.07 -4.57 -2.92 0.15
H 0.52 -4.93 -1.33 0.13
N -2.55 -4.96 1.41 0.15
C -2.81 -3.92 2.12 -0.65
N -2.27 -2.84 1.63 0.11
O -3.48 -4.01 3.31 -0.10
H -2.76 -5.86 1.83 0.12
H -2.39 -4.93 0.37 0.14
H -2.27 -1.96 2.20 0.07
H -1.78 -2.70 0.72 0.08
N -0.96 3.95 -3.52 0.13
C -1.92 3.84 -2.65 -0.64
N -1.99 2.62 -2.30 0.18
O -2.64 4.90 -2.06 -0.16
H -0.66 4.91 -3.74 0.12
H -0.24 3.24 -3.86 0.12
H -2.68 2.43 -1.59 0.06
H -1.59 1.79 -2.75 0.08
N -4.13 -0.53 -1.79 0.21
C -3.45 -1.00 -0.83 -0.59
N -4.00 -2.06 -0.28 0.18
O -2.23 -0.57 -0.38 -0.12
H -3.59 0.09 -2.42 0.13
H -5.10 -0.71 -1.88 0.12
H -3.45 -2.56 0.47 0.07
H -4.77 -2.53 -0.75 0.12
N 2.16 0.41 5.29 0.14
C 2.18 0.01 4.07 -0.64
N 2.76 0.86 3.34 0.20
O 1.69 -1.17 3.56 -0.12
H 1.79 -0.39 5.90 0.16
H 3.02 0.86 5.67 0.14
H 2.94 0.70 2.36 0.06
H 2.94 1.75 3.81 0.15
N 0.41 0.14 -0.59 0.17
C 1.06 0.12 0.55 -0.49
N 0.35 -0.51 1.41 0.19
O 2.39 0.55 0.69 -0.15
H 0.85 0.79 -1.25 0.07
H -0.60 0.04 -0.73 0.08
H 0.89 -0.80 2.24 0.05
H -0.62 -0.62 1.39 0.06
C 1.12 3.38 -0.84 -0.04
C 1.98 2.56 -1.82 -0.29
O 1.15 1.81 -2.66 -0.13
H 1.74 3.79 -0.03 0.09
H 0.35 2.79 -0.41 0.04
H 0.71 4.20 -1.32 0.04
H 2.77 1.96 -1.31 0.10
H 2.54 3.26 -2.42 0.11
H 1.45 2.00 -3.55 0.10
C -1.06 -1.69 4.25 -0.08
C -1.55 -0.28 3.87 -0.25
O -2.38 -0.42 2.71 -0.11
H -0.52 -2.17 3.44 0.06
H -1.88 -2.39 4.50 0.08
H -0.55 -1.63 5.19 0.06
H -0.74 0.48 3.62 0.12
H -2.06 0.18 4.67 0.10
H -2.94 0.32 2.70 0.07
C 3.22 -1.40 -1.97 -0.17
O 2.18 -0.80 -2.69 -0.13
H 2.81 -2.15 -1.28 0.08
H 3.89 -0.71 -1.39 0.06
H 3.87 -1.84 -2.73 0.07
H 1.46 -0.68 -2.05 0.01
C -1.28 0.14 -4.73 -0.13
O -1.79 0.17 -3.42 -0.18
H -0.17 0.03 -4.64 0.09
H -1.48 1.21 -5.10 0.10
H -1.73 -0.59 -5.42 0.09
H -1.45 -0.61 -3.02 0.00
C -2.47 2.52 0.68 -0.15
O -3.58 2.21 -0.12 -0.14
H -2.90 2.79 1.64 0.08
H -1.95 3.46 0.41 0.09
H -1.77 1.64 0.59 0.08
H -3.81 1.30 0.01 0.05
```

---

(3)
DFT (ωB97M-V/def2-TZVPD) results for C14H55NbO13PS as an isolated structure.

The net charge is -1.

The geometry in XYZ format:
```
85
Properties=species:S:1:pos:R:3:lowdin_charge:R:1
O 4.69 1.51 0.64 -0.09
C 4.26 2.53 -0.25 -0.27
C 2.88 2.22 -0.83 -0.19
C 1.69 2.84 -0.05 -0.32
C 0.71 1.84 0.60 -0.44
Nb -1.36 1.74 -0.13 0.99
P -2.29 4.21 0.35 0.01
O -2.95 4.92 -0.97 -0.34
O -3.68 4.32 1.23 -0.35
S -0.91 5.34 1.21 0.06
H 5.05 1.93 1.42 0.04
H 4.19 3.49 0.29 0.10
H 5.00 2.66 -1.05 0.10
H 2.77 1.13 -0.86 0.11
H 2.85 2.55 -1.88 0.09
H 1.18 3.51 -0.75 0.05
H 2.07 3.51 0.73 0.09
H 0.65 2.00 1.69 0.03
H 1.07 0.80 0.49 0.02
H -2.06 1.38 1.54 -0.10
H -3.11 1.59 -0.77 -0.16
H -0.87 2.29 -1.88 -0.13
H -1.34 -0.04 -0.47 -0.11
H -2.36 4.75 -1.73 0.03
H -3.45 4.64 2.11 0.02
C 5.89 4.46 2.62 -0.15
O 5.30 3.20 2.85 -0.13
H 6.49 4.36 1.72 0.08
H 5.14 5.24 2.45 0.08
H 6.54 4.77 3.44 0.07
H 4.71 3.23 3.60 0.10
C 3.68 4.64 -3.92 -0.17
O 4.18 5.01 -2.66 -0.13
H 4.07 3.64 -4.12 0.08
H 2.59 4.58 -3.94 0.08
H 4.01 5.30 -4.73 0.07
H 3.83 5.87 -2.41 0.08
C 2.96 -0.94 2.32 -0.16
O 2.14 -0.40 3.35 -0.12
H 3.26 -0.12 1.67 0.05
H 3.87 -1.41 2.71 0.08
H 2.42 -1.69 1.73 0.07
H 1.85 -1.13 3.91 0.07
C -4.92 0.34 2.32 -0.20
O -4.42 1.49 2.97 -0.16
H -4.54 -0.52 2.88 0.07
H -6.02 0.28 2.33 0.07
H -4.56 0.25 1.29 0.05
H -4.63 2.23 2.40 0.05
C 2.86 -4.89 1.33 -0.16
O 2.00 -4.46 2.37 -0.13
H 3.10 -3.99 0.76 0.08
H 3.80 -5.31 1.70 0.06
H 2.37 -5.60 0.66 0.07
H 1.75 -5.21 2.92 0.07
C -5.19 -1.22 -2.24 -0.16
O -3.84 -1.33 -1.83 -0.18
H -5.33 -0.17 -2.50 0.08
H -5.44 -1.84 -3.11 0.07
H -5.89 -1.48 -1.44 0.07
H -3.66 -2.24 -1.55 0.05
C 7.07 -5.56 3.06 -0.17
O 6.32 -5.01 2.00 -0.12
H 6.56 -5.26 3.98 0.08
H 7.10 -6.66 3.03 0.07
H 8.09 -5.18 3.10 0.07
H 6.74 -5.24 1.16 0.08
C -9.07 -2.89 -3.57 -0.17
O -8.22 -1.80 -3.26 -0.12
H -8.61 -3.77 -3.12 0.08
H -10.07 -2.77 -3.15 0.07
H -9.16 -3.06 -4.65 0.07
H -8.57 -1.00 -3.64 0.08
C -1.55 -2.43 -3.98 -0.20
O -1.18 -1.76 -2.81 -0.16
H -0.66 -2.94 -4.35 0.07
H -2.33 -3.20 -3.82 0.07
H -1.91 -1.76 -4.77 0.08
H -1.93 -1.24 -2.47 0.02
C -4.23 -3.42 1.01 -0.14
O -3.58 -3.86 -0.18 -0.13
H -5.30 -3.41 0.78 0.08
H -4.05 -4.13 1.83 0.07
H -3.91 -2.43 1.31 0.07
H -2.63 -3.84 -0.02 0.09
```

---

(4)
DFT (ωB97M-V/def2-TZVPD) results for a 14-piece molecular cluster, C14H56N10O14 overall.

The net charge is 0.

The geometry in XYZ format:
```
94
Properties=species:S:1:pos:R:3:lowdin_charge:R:1
C 0.28 -3.61 -2.31 -0.59
O -0.44 -4.74 -1.99 -0.12
N 0.95 -3.44 -3.40 0.20
N 0.15 -2.50 -1.66 0.13
H 0.99 -4.19 -4.14 0.17
H 1.38 -2.55 -3.53 0.06
H -0.25 -2.65 -0.70 0.09
H 0.56 -1.63 -1.83 0.05
C 4.46 0.76 -2.23 -0.60
O 5.30 1.80 -2.56 -0.13
N 4.79 -0.47 -1.91 0.19
N 3.17 1.00 -2.08 0.13
H 5.78 -0.70 -1.99 0.13
H 4.13 -1.18 -1.59 0.06
H 2.87 1.88 -2.51 0.14
H 2.53 0.45 -1.52 0.09
C -2.01 3.38 0.14 -0.53
O -0.84 2.73 -0.32 -0.14
N -2.22 3.61 1.40 0.20
N -2.99 3.89 -0.58 0.18
H -1.46 3.21 1.94 0.07
H -2.51 4.47 1.78 0.13
H -2.99 3.88 -1.63 0.13
H -3.93 4.03 -0.27 0.11
C -2.02 -3.88 0.96 -0.56
O -1.20 -2.77 0.70 -0.14
N -2.66 -4.13 2.06 0.15
N -2.33 -4.77 0.07 0.16
H -2.73 -3.31 2.68 0.07
H -3.20 -5.03 2.28 0.16
H -1.75 -4.84 -0.80 0.08
H -3.07 -5.47 0.23 0.12
C 1.19 3.34 2.58 -0.62
O 0.09 2.64 3.05 -0.11
N 1.32 3.51 1.33 0.20
N 2.29 3.62 3.22 0.13
H 0.52 3.31 0.71 0.08
H 2.10 3.97 0.92 0.13
H 2.22 3.60 4.29 0.18
H 3.19 3.96 2.88 0.14
C -2.71 -0.73 3.08 -0.13
O -3.12 -1.92 3.76 -0.12
H -2.34 -0.94 2.10 0.05
H -1.92 -0.12 3.54 0.07
H -3.61 -0.11 3.06 0.08
H -3.23 -1.73 4.68 0.09
C 0.88 -0.12 -4.13 -0.14
O 2.06 -0.75 -3.65 -0.15
H 0.56 0.70 -3.52 0.03
H 0.02 -0.78 -4.23 0.08
H 1.07 0.34 -5.13 0.10
H 2.57 -0.08 -3.17 -0.01
C 0.48 -1.08 3.56 -0.14
O 1.90 -1.33 3.44 -0.12
H -0.02 -1.34 2.59 0.05
H 0.22 -0.06 3.95 0.09
H 0.07 -1.81 4.21 0.06
H 2.35 -0.51 3.36 -0.01
C -4.33 0.96 0.52 -0.18
O -5.18 1.47 1.59 -0.15
H -4.59 1.37 -0.47 0.08
H -4.52 -0.14 0.52 0.08
H -3.22 1.07 0.64 0.06
H -5.94 1.93 1.14 0.10
C 4.12 1.03 2.37 -0.14
O 3.16 1.10 3.42 -0.15
H 4.60 1.96 2.39 0.04
H 3.57 0.96 1.40 0.08
H 5.01 0.36 2.46 0.11
H 2.74 1.98 3.32 0.01
C 0.48 0.10 0.43 -0.15
O 0.44 0.27 -0.94 -0.13
H -0.41 0.34 0.97 0.08
H 1.27 0.78 0.76 0.07
H 0.86 -0.84 0.73 0.05
H 0.00 1.12 -1.05 0.03
C -1.51 2.37 -3.62 -0.20
O -1.12 3.63 -3.27 -0.12
H -1.35 1.72 -2.78 0.04
H -0.89 2.04 -4.51 0.09
H -2.58 2.27 -3.92 0.10
H -0.50 3.59 -2.53 0.07
C 3.16 -2.56 0.33 -0.11
O 2.91 -2.09 -0.98 -0.15
H 3.97 -3.33 0.23 0.10
H 2.39 -3.01 0.87 0.07
H 3.42 -1.76 1.02 0.07
H 2.06 -2.32 -1.36 0.04
C -2.75 -0.71 -1.64 -0.18
O -2.10 -1.37 -2.70 -0.12
H -3.79 -0.30 -1.89 0.10
H -2.15 0.12 -1.30 0.05
H -2.92 -1.37 -0.85 0.04
H -1.18 -1.62 -2.45 0.03
```

---

(5)
DFT (ωB97M-V/def2-TZVPD) results for a 14-piece molecular cluster, C14H56N8O14 overall.

The net charge is 0.

The geometry in XYZ format:
```
92
Properties=species:S:1:pos:R:3:lowdin_charge:R:1
C 2.88 0.46 2.46 -0.11
O 2.85 -0.97 2.39 -0.13
H 2.25 1.00 1.76 0.05
H 2.62 0.78 3.47 0.09
H 3.90 0.79 2.25 0.09
H 2.14 -1.21 2.99 0.05
C -0.10 -0.03 0.41 -0.10
O -1.35 -0.25 -0.22 -0.18
H -0.19 -0.60 1.34 0.08
H 0.55 -0.54 -0.30 0.06
H 0.10 1.04 0.54 0.08
H -1.37 0.46 -0.87 0.01
C -1.98 -0.16 4.29 -0.16
O -1.16 0.75 4.99 -0.12
H -2.47 -0.94 4.87 0.08
H -2.75 0.34 3.71 0.05
H -1.37 -0.76 3.61 0.06
H -0.40 1.00 4.45 0.04
C -0.69 4.58 -1.19 -0.15
O -0.32 3.30 -1.69 -0.14
H -0.47 5.32 -1.95 0.07
H -1.76 4.78 -1.15 0.08
H -0.24 4.93 -0.26 0.08
H -1.04 2.79 -2.07 0.03
C 0.55 3.56 3.53 -0.16
O -0.03 2.38 3.04 -0.15
H 1.62 3.48 3.32 0.06
H 0.10 4.46 3.11 0.08
H 0.44 3.64 4.61 0.09
H -0.97 2.56 3.05 0.04
C 4.04 -1.94 -0.47 -0.11
O 2.65 -1.70 -0.26 -0.20
H 4.18 -2.33 -1.48 0.08
H 4.73 -1.12 -0.27 0.09
H 4.29 -2.69 0.28 0.09
H 2.50 -1.35 0.62 0.03
C 2.01 0.15 -3.04 -0.14
O 1.92 -0.21 -4.41 -0.11
H 2.95 -0.27 -2.67 0.09
H 1.99 1.23 -2.90 0.06
H 1.19 -0.20 -2.42 0.06
H 1.02 -0.02 -4.68 0.04
C 1.66 -3.41 -3.25 -0.12
O 1.80 -3.59 -1.83 -0.16
H 0.98 -2.56 -3.35 0.05
H 2.59 -3.09 -3.73 0.08
H 1.26 -4.27 -3.78 0.09
H 1.97 -2.75 -1.40 0.00
C -2.97 2.69 1.08 -0.12
O -2.62 3.45 2.23 -0.11
H -3.96 2.98 0.74 0.09
H -2.20 2.89 0.33 0.06
H -3.05 1.60 1.15 0.06
H -3.38 3.49 2.81 0.09
C -4.59 -1.18 1.45 -0.14
O -3.61 -1.76 0.62 -0.14
H -5.30 -0.74 0.75 0.08
H -5.05 -1.87 2.16 0.08
H -4.07 -0.39 1.99 0.05
H -2.84 -1.19 0.68 0.03
C 3.31 3.33 -0.08 -0.80
O 4.53 3.39 -0.03 0.03
N 2.66 2.94 -1.10 0.18
N 2.48 3.72 0.86 0.17
H 1.67 3.15 -1.18 0.07
H 3.19 2.67 -1.91 0.12
H 2.89 4.44 1.45 0.12
H 1.52 3.41 0.82 0.09
C -1.99 -3.41 -2.46 -0.82
O -1.75 -4.18 -3.37 0.02
N -1.11 -3.23 -1.52 0.19
N -3.16 -2.89 -2.21 0.19
H -1.21 -2.54 -0.79 0.09
H -0.21 -3.67 -1.67 0.07
H -3.23 -2.56 -1.26 0.07
H -3.97 -3.14 -2.75 0.13
C -1.65 0.69 -3.51 -0.77
O -1.73 1.00 -2.36 0.06
N -1.63 1.50 -4.51 0.20
N -1.28 -0.45 -3.90 0.22
H -1.64 2.51 -4.47 0.13
H -1.45 1.10 -5.42 0.12
H -0.93 -0.64 -4.83 0.13
H -1.44 -1.21 -3.25 0.11
C 0.63 -3.61 2.52 -0.74
O 0.61 -2.54 3.11 0.02
N 0.80 -3.73 1.22 0.20
N 0.43 -4.76 3.09 0.17
H 0.60 -4.65 0.85 0.11
H 1.08 -2.99 0.60 0.08
H 0.48 -5.61 2.55 0.11
H 0.08 -4.86 4.03 0.12
```

---

no.,LUMO level (eV),F_max (eV/A)
1,0.09,11.05
2,0.03,8.34
3,2.09,1.87
4,-0.03,7.75
5,0.04,7.04